Version w
The following is a DFT calculation (ωB97M-V/def2-TZVPD) of a structure of composition C28H51InN5O6P2S2Sb2.

Total charge: +1

XYZ file:
```
97
C28H51InN5O6P2S2Sb2 (ωB97M-V/def2-TZVPD)
Sb 0.981 -2.867 -2.863
Sb 0.553 -1.963 1.603
In -0.808 0.424 0.279
S -3.537 -0.670 1.967
S -3.371 1.964 -0.386
P -0.123 1.981 2.459
P 2.621 1.964 0.174
O -3.881 2.872 -1.381
O -3.152 0.582 -0.823
O -3.796 -1.149 3.295
O -2.084 2.421 0.213
O -3.597 -1.636 0.895
O -2.221 0.089 1.932
N -1.118 -1.307 -1.183
N -1.523 -0.052 -3.106
N -2.780 -1.928 -2.714
N -0.209 1.276 -1.691
N -1.172 2.163 -3.638
C 2.317 -1.177 2.498
C 2.585 2.813 1.815
C 3.891 -3.686 1.299
C 2.450 3.411 -0.947
C 0.236 1.113 4.022
C -2.393 2.206 -4.459
C -0.569 3.456 -3.334
C -1.802 -1.112 -2.264
C 2.976 -4.251 -0.853
C 1.417 -3.893 1.104
C 1.843 -4.576 -1.780
C -6.837 1.550 2.509
C -1.549 2.996 2.944
C 2.324 -3.120 -4.516
C 1.196 3.252 2.316
C -0.946 1.159 -2.762
C -5.860 0.563 2.524
C 2.103 -1.261 -1.956
C -4.609 1.791 0.874
C 4.287 -4.283 -1.340
C 4.417 1.660 0.020
C 5.382 -3.999 -0.540
C -6.696 2.661 1.701
C -5.586 2.775 0.878
C -4.737 0.659 1.714
C -0.433 -2.695 3.343
C 2.778 -3.926 0.485
C 5.183 -3.704 0.805
H -1.827 3.670 2.139
H 2.478 -1.604 3.488
H 0.497 3.339 -3.138
H -3.278 2.353 -3.838
H 1.265 0.768 4.077
H -0.677 4.099 -4.201
H -2.294 3.032 -5.155
H 3.159 -1.425 1.852
H -3.190 -2.538 -2.022
H -2.518 1.316 -5.073
H 4.633 1.239 -0.962
H 2.590 3.091 -1.982
H 3.346 -3.173 -4.140
H 1.452 -4.312 2.110
H 2.083 -4.035 -5.058
H 1.457 3.861 -0.856
H 4.443 -4.557 -2.378
H 2.235 -2.274 -5.197
H -0.432 0.253 4.111
H 6.382 -4.036 -0.954
H 3.224 3.695 1.743
H 0.649 -4.423 0.542
H -2.394 2.342 3.158
H 2.231 -0.101 2.567
H 0.788 4.018 1.650
H -7.708 1.447 3.143
H -7.454 3.434 1.692
H -0.624 -3.755 3.189
H -2.049 -0.044 -3.960
H 3.195 4.174 -0.713
H 2.492 -1.569 -0.982
H 2.946 -1.011 -2.601
H 1.025 -5.103 -1.291
H 3.733 -3.500 2.356
H 6.023 -3.518 1.461
H 2.207 -5.210 -2.590
H -1.381 -2.188 3.519
H 1.458 -0.387 -1.830
H 4.744 0.944 0.771
H 4.981 2.587 0.145
H 3.064 2.149 2.539
H -1.560 -2.047 -0.637
H -5.478 3.618 0.209
H 0.093 2.231 -1.553
H 0.046 1.792 4.855
H 0.229 -2.564 4.196
H -1.052 3.940 -2.479
H -3.443 -1.560 -3.375
H -1.289 3.563 3.838
H -5.948 -0.286 3.187
H 1.297 3.718 3.298
```



Version x
The following is a DFT calculation (ωB97M-V/def2-TZVPD) of a structure of composition C28H51InN5O6P2S2Sb2.

Total charge: +1

XYZ file:
```
97
C28H51InN5O6P2S2Sb2 (ωB97M-V/def2-TZVPD)
Sb -1.843 1.129 1.889
Sb -0.670 -2.722 0.342
In 0.514 -0.101 0.161
S 3.406 -0.470 -0.564
S 1.207 -2.207 -2.553
P 1.621 3.306 1.534
P 1.662 -0.082 2.620
O 4.646 -0.092 0.054
O 2.498 0.694 -0.783
O 1.153 -3.222 -1.509
O 0.691 -0.919 -2.041
O 0.563 -2.572 -3.787
O 2.609 -1.479 0.152
N -1.425 0.735 -2.847
N -3.023 -0.868 -3.114
N 0.147 2.344 -3.212
N -2.383 -0.234 -0.937
N -0.190 1.587 -1.031
C 3.362 -0.660 2.886
C -3.372 -0.166 2.697
C 0.506 -4.256 1.207
C -5.286 -0.562 1.177
C -2.281 -0.159 -2.208
C 3.150 3.869 0.697
C 3.367 -2.434 -4.144
C -4.455 -3.097 0.538
C -1.857 2.340 3.664
C 2.353 2.611 3.092
C 3.813 -1.175 -2.147
C 5.122 -0.997 -2.564
C -2.321 -2.876 1.796
C -1.703 -3.659 -1.250
C 1.599 1.415 3.670
C 4.683 -2.255 -4.555
C -3.059 2.440 0.742
C -6.045 -1.322 0.306
C 5.558 -1.534 -3.770
C -3.639 -2.318 1.364
C -0.391 2.541 -4.549
C 2.922 -1.901 -2.946
C -4.095 -1.038 1.725
C 0.687 -1.281 3.584
C -5.636 -2.613 0.002
C 1.361 3.072 -2.874
C 0.976 4.911 2.148
C -0.456 1.546 -2.313
H 0.655 5.514 1.297
H 0.067 3.430 -4.973
H -3.111 -0.906 -0.687
H 2.888 4.485 -0.164
H -2.868 2.725 3.783
H 1.930 2.533 -2.119
H 1.554 -3.971 1.134
H -6.965 -0.927 -0.101
H 5.799 -0.448 -1.928
H -1.590 -4.732 -1.094
H 2.669 -2.985 -4.755
H 1.985 3.130 -3.765
H 4.073 -0.039 2.347
H -1.960 -2.464 2.735
H 0.107 4.757 2.787
H 0.351 -5.167 0.630
H -6.242 -3.247 -0.631
H 3.705 3.004 0.338
H -1.350 0.596 -3.841
H 0.751 -2.266 3.119
H -2.628 -1.068 -4.018
H -1.265 -3.391 -2.206
H 5.014 -2.683 -5.491
H -0.361 -0.978 3.624
H -2.420 3.168 0.248
H -1.469 2.696 -4.520
H -4.071 0.522 3.173
H -1.168 3.179 3.596
H 1.730 5.469 2.704
H 3.780 4.459 1.366
H 3.575 -0.644 3.956
H -0.156 1.703 -5.212
H -2.892 -0.742 3.489
H 2.384 3.409 3.838
H 6.583 -1.389 -4.082
H 0.467 2.327 -0.814
H 0.215 -4.422 2.244
H -3.763 2.948 1.399
H 1.138 4.088 -2.535
H -2.755 -3.393 -1.215
H 2.041 1.124 4.629
H 1.070 -1.353 4.604
H 3.463 -1.671 2.498
H -3.583 1.862 -0.011
H -4.156 -4.115 0.324
H -3.583 -1.615 -2.733
H -1.604 1.743 4.540
H -5.629 0.425 1.459
H 3.393 2.339 2.889
H 0.558 1.667 3.870
H -2.398 -3.956 1.926
```



Version y
The following is a DFT calculation (ωB97M-V/def2-TZVPD) of a structure of composition C28H51InN5O6P2S2Sb2.

Total charge: +1

XYZ file:
```
97
C28H51InN5O6P2S2Sb2 (ωB97M-V/def2-TZVPD)
Sb -2.701 -0.700 0.685
Sb -0.941 1.455 4.066
In 0.116 -0.638 -0.322
S -0.615 -3.790 -1.730
S 2.435 -2.034 -2.007
P -0.908 3.571 0.032
P -0.017 0.793 -2.500
O 2.238 -1.254 -0.726
O 3.763 -1.866 -2.517
O -0.688 -3.695 -3.155
O -1.501 -4.711 -1.067
O -0.768 -2.443 -1.064
O 1.336 -1.739 -2.901
N 3.249 0.824 2.350
N 0.436 -2.202 1.385
N 1.187 0.478 1.284
N 2.445 -1.308 2.142
N 2.218 -3.586 2.030
C -3.628 -2.493 0.023
C 1.637 -2.382 1.801
C 1.041 -4.379 -1.285
C -3.084 -3.675 4.380
C 4.578 0.331 2.694
C 1.058 -5.670 -0.761
C 0.550 0.140 4.875
C 2.252 -6.301 -0.436
C 2.262 0.030 1.877
C -0.618 3.006 5.517
C -1.035 -0.144 -3.665
C -3.960 0.596 -0.458
C -3.769 -0.447 2.535
C 1.586 1.137 -3.276
C -0.121 3.532 -1.631
C -2.320 -1.873 5.756
C 2.264 -3.723 -1.469
C -2.477 -3.231 5.545
C -3.326 -1.381 3.626
C -2.741 -0.926 4.821
C -0.753 2.477 -2.544
C -2.371 4.606 -0.369
C 0.131 4.877 0.803
C 3.457 -5.650 -0.642
C -3.502 -2.751 3.439
C -2.565 0.526 5.153
C 3.045 2.261 2.409
C 3.457 -4.363 -1.158
H -1.383 3.778 5.432
H -3.985 -3.101 2.533
H 3.778 2.686 3.090
H -0.861 0.223 -4.678
H -0.108 4.975 1.863
H -3.550 0.733 -1.458
H -0.015 5.843 0.317
H 1.754 -4.394 1.641
H -2.072 5.523 -0.881
H -1.875 -1.526 6.682
H 3.285 -1.544 2.639
H -0.019 -3.079 1.147
H -2.885 4.875 0.556
H 2.148 1.836 -2.657
H 5.304 1.104 2.450
H 4.394 -6.145 -0.420
H -3.079 4.069 -0.996
H -3.474 1.101 4.971
H -4.794 -0.652 2.216
H 3.222 -3.652 2.035
H 4.669 0.092 3.756
H 0.115 -6.181 -0.626
H -2.087 -0.001 -3.412
H 4.846 -0.534 2.088
H -0.787 -1.202 -3.612
H 3.169 2.736 1.430
H 1.551 0.531 4.683
H -0.621 2.780 -3.587
H 0.405 0.056 5.952
H 2.168 0.236 -3.422
H -3.240 -4.732 4.209
H 0.456 -0.847 4.422
H 1.201 1.481 1.169
H -3.159 -3.377 0.444
H 0.357 3.468 5.358
H -2.147 -3.937 6.296
H -3.706 0.602 2.812
H -1.832 2.400 -2.386
H 2.055 2.488 2.804
H -0.647 2.582 6.520
H -4.946 0.141 -0.543
H -4.685 -2.446 0.285
H 1.186 4.615 0.714
H -3.512 -2.536 -1.058
H 4.385 -3.839 -1.345
H 2.233 -7.310 -0.046
H -2.314 0.634 6.208
H -4.049 1.561 0.029
H -0.208 4.520 -2.092
H 1.388 1.604 -4.243
H 0.952 3.346 -1.512
```



Result of the stability comparison: version x is the most stable of them.



Version w
The following is a DFT calculation (ωB97M-V/def2-TZVPD) of a cluster of 2 separate species, C3H5O2S2 in total.

Total charge: -1

XYZ file:
```
12
C3H5O2S2 (ωB97M-V/def2-TZVPD)
S -2.680 -1.945 0.910
S -2.497 -0.068 0.883
O -3.080 0.577 -0.316
O 1.398 1.826 -0.078
C 0.651 0.148 1.229
C 1.042 0.674 0.000
C 0.997 -0.151 -1.254
H 0.406 -0.800 1.442
H 0.773 0.827 2.008
H 0.140 0.053 -1.936
H 1.921 0.114 -1.793
H 0.931 -1.253 -1.095
```



Version x
The following is a DFT calculation (ωB97M-V/def2-TZVPD) of a cluster of 2 separate species, C3H5O2S2 in total.

Total charge: -1

XYZ file:
```
12
C3H5O2S2 (ωB97M-V/def2-TZVPD)
S 0.300 2.450 -0.797
S -1.254 0.653 0.916
O 2.404 -0.789 0.623
O 1.645 -0.809 -1.573
C 1.776 -0.627 -0.415
C -1.411 -1.080 0.327
C 0.448 1.043 0.382
H -0.842 1.967 -1.336
H 0.972 1.210 1.357
H -1.533 -0.963 -0.707
H -2.128 -1.744 0.722
H -0.376 -1.312 0.501
```



Result of the stability comparison: version x is the most stable of them.



Version w
The following is a DFT calculation (ωB97M-V/def2-TZVPD) of a cluster of 2 separate species, C4H10OS2 in total.

SMILES: C1CSCCS1.O

XYZ file:
```
17
C4H10OS2 (ωB97M-V/def2-TZVPD)
S -1.540 0.691 2.029
S 1.172 -0.969 0.490
O 1.121 0.864 -5.741
C 1.090 0.129 1.968
C 0.178 1.308 1.752
C -1.657 -0.376 0.480
C -0.626 -1.484 0.564
H 2.005 0.477 -5.549
H 2.053 0.627 2.191
H 0.462 2.169 2.386
H -0.902 -2.248 -0.187
H -1.492 0.256 -0.413
H 0.223 1.638 0.696
H -0.711 -1.950 1.565
H -2.639 -0.873 0.365
H 0.781 -0.428 2.874
H 0.481 0.168 -5.469
```



Version x
The following is a DFT calculation (ωB97M-V/def2-TZVPD) of a structure of composition C4H10OS2.

XYZ file:
```
17
C4H10OS2 (ωB97M-V/def2-TZVPD)
S 3.034 0.352 -0.776
S 0.839 -0.879 1.134
O 1.545 -2.016 0.606
C -0.143 -0.180 -0.256
C -1.151 -1.312 -0.842
C -0.945 0.989 0.223
C 2.412 0.856 0.798
H -1.446 1.576 -0.510
H -1.842 -0.987 -1.567
H 3.536 -0.724 -0.274
H -0.295 1.842 0.709
H -1.797 -1.784 -0.006
H -1.591 0.658 1.023
H -0.688 -2.220 -1.078
H 0.569 -0.026 -0.996
H 1.839 1.736 0.712
H 3.068 0.676 1.602
```



Result of the stability comparison: version w is the most stable of them.



Version w
The following is a DFT calculation (ωB97M-V/def2-TZVPD) of the molecule C6H7NO3S.

SMILES: N=C=C=C(O)CSCC(=O)O

XYZ file:
```
18
C6H7NO3S (ωB97M-V/def2-TZVPD)
S 0.183 1.096 1.948
O -1.069 1.827 -0.580
O -2.131 -1.000 0.719
O 0.612 1.388 -1.892
N 0.699 -2.112 -2.743
C -0.211 -1.493 -0.519
C 0.218 1.492 -0.781
C -0.755 -1.069 0.598
C -0.011 -0.710 1.798
C 0.309 -1.757 -1.650
C 1.163 1.550 0.455
H 1.366 2.536 0.755
H -2.761 -1.122 0.004
H 1.859 0.760 0.246
H 0.931 -1.037 1.899
H 1.496 -1.785 -3.240
H -0.760 -0.867 2.728
H -1.137 2.304 0.254
```



Version x
The following is a DFT calculation (ωB97M-V/def2-TZVPD) of a structure of composition C6H7NO3S.

XYZ file:
```
18
C6H7NO3S (ωB97M-V/def2-TZVPD)
S -2.716 -0.360 0.057
O -1.036 2.835 -0.005
O -1.001 -1.870 0.065
O -3.739 -0.882 -0.832
N -1.850 0.750 -0.427
C 0.475 1.017 0.349
C 0.255 -0.158 1.364
C 1.151 0.287 -0.953
C 1.245 -1.212 -0.556
C 0.011 -1.247 0.315
C -0.904 1.625 -0.044
H 1.274 -1.952 -1.312
H -0.552 0.108 2.052
H 1.306 1.710 0.577
H 2.108 -1.398 0.238
H 1.182 -0.352 1.891
H 0.564 0.568 -1.833
H 2.227 0.531 -0.944
```



Result of the stability comparison: version x is the most stable of them.



Version w
The following is a DFT calculation (ωB97M-V/def2-TZVPD) of a structure of composition C11H7N2O6Sc.

Total charge: +2

XYZ file:
```
27
C11H7N2O6Sc (ωB97M-V/def2-TZVPD)
Sc -0.382 -0.319 -0.212
O 0.124 5.267 -1.622
O 1.927 1.740 1.247
O -1.095 -0.892 3.061
O 2.053 0.230 -2.507
O 0.711 -3.824 -0.098
O -1.491 -3.363 -1.417
N -1.948 6.145 -1.868
N -1.443 1.549 -0.557
C -1.101 5.116 -1.551
C -1.773 3.828 -1.170
C 1.146 -2.829 0.284
C -3.155 3.615 -1.142
C -3.646 2.371 -0.779
C -0.917 2.770 -0.858
C 1.111 1.073 0.788
C -0.874 -0.783 1.935
C 1.213 -0.050 -1.780
C -2.765 1.330 -0.472
C -1.181 -2.307 -1.051
H -3.074 0.325 -0.153
H -1.543 7.056 -2.055
H 1.254 -1.508 0.480
H 0.189 2.821 -0.828
H -4.691 2.179 -0.738
H -2.933 6.136 -1.653
H -3.806 4.428 -1.417
```



Version x
The following is a DFT calculation (ωB97M-V/def2-TZVPD) of a structure of composition C11H7N2O6Sc.

Total charge: +2

XYZ file:
```
27
C11H7N2O6Sc (ωB97M-V/def2-TZVPD)
Sc 0.847 0.417 -2.164
O 3.032 -0.055 -4.606
O -0.947 -0.375 -3.939
O -1.603 -1.944 2.798
O -0.474 -2.785 -2.263
O -0.940 3.365 -2.986
O -4.073 -0.098 -1.809
N -0.369 -1.219 4.560
N 0.589 0.252 0.015
C 0.144 -0.401 2.300
C -0.340 2.396 -2.713
C 2.337 0.137 -3.710
C -0.703 -1.252 3.212
C 1.954 1.102 1.779
C -0.646 0.485 -3.146
C -3.050 -0.152 -2.466
C 1.238 0.377 2.719
C 1.601 1.036 0.424
C 0.039 -1.808 -1.937
C -0.162 -0.437 0.919
H 1.524 0.408 3.773
H 0.258 -0.550 4.971
H -3.233 0.514 -3.201
H 2.148 1.631 -0.326
H -0.972 -1.739 5.182
H -1.001 -1.027 0.537
H 2.801 1.725 2.075
```



Result of the stability comparison: version w is the most stable of them.



Version w
The following is a DFT calculation (ωB97M-V/def2-TZVPD) of a cluster of 2 separate species, C4H12NO3 in total.

Multiplicity: 2
Total charge: +2

XYZ file:
```
20
C4H12NO3 (ωB97M-V/def2-TZVPD)
O 0.284 -2.356 2.038
O 2.818 0.882 0.174
O 1.168 -1.021 0.634
N 0.241 1.235 0.100
C -1.063 -0.895 0.350
C -1.910 0.646 -1.228
C 0.106 -1.437 1.145
C -0.596 0.189 -0.708
H 0.019 1.219 1.017
H 1.270 -2.645 2.144
H -1.457 -1.868 -0.212
H 0.084 -0.253 -1.529
H 1.255 1.070 -0.022
H 3.335 0.035 0.280
H -1.859 -0.698 1.001
H -2.779 1.459 -0.913
H -2.616 -0.299 -1.264
H 0.161 2.155 -0.322
H -1.657 0.989 -2.257
H 3.198 1.591 -0.428
```



Version x
The following is a DFT calculation (ωB97M-V/def2-TZVPD) of a cluster of 2 separate species, C4H12NO3 in total.

Multiplicity: 2
Total charge: +2

XYZ file:
```
20
C4H12NO3 (ωB97M-V/def2-TZVPD)
O -3.727 1.440 0.709
O 2.426 -1.324 -2.409
O 1.832 0.638 -1.609
N 0.650 1.187 1.274
C 0.423 -1.259 -1.203
C 0.236 -1.248 0.411
C 1.599 -0.585 -1.750
C -0.345 0.006 1.008
H -1.399 0.278 0.789
H -0.582 -1.977 0.516
H 1.125 -1.556 0.965
H 3.088 -0.897 -2.998
H 1.504 1.174 0.714
H 0.137 1.977 0.869
H 0.939 1.395 2.233
H 0.296 -2.286 -1.588
H -0.502 -0.757 -1.511
H -0.379 -0.352 2.053
H -4.092 2.089 1.351
H -3.229 2.058 0.176
```



Result of the stability comparison: version x is the most stable of them.